Molecular formula: C4H10O
Method: DFT, ωB97M-V/def2-TZVPD

CARTESIAN COORDINATES (ANGSTROEM)
1 C 1.8705 -0.4193 -0.6966
2 O 1.0697 -0.2127 0.4359
3 C -0.1817 0.3978 0.2038
4 C -1.1197 -0.2941 -0.8897
5 C -0.7992 0.4737 1.6220
6 H 1.9861 -1.5009 -0.7938
7 H 2.8303 0.1009 -0.5845
8 H 1.4240 -0.0512 -1.6254
9 H 0.0315 1.4338 -0.1161
10 H -1.6333 -1.1794 -0.4981
11 H -0.7237 -0.6440 -1.8673
12 H -1.8980 0.4150 -1.2002
13 H -1.8384 0.8036 1.5862
14 H -0.2623 1.1709 2.2851
15 H -0.7556 -0.4939 2.1388

Results
HOMO-LUMO gap ... 10.72 eV
Total charge ... 0
E_HOMO ... -9.59 eV
SMILES string ... COC(C)C

Want to see where the charge sits? The Löwdin charges in e are: number 1, C, carries -0.116; number 2, O, carries -0.188; number 3, C, carries -0.427; number 4, C, carries -0.047; number 5, C, carries -0.054; number 6, H, carries 0.090; number 7, H, carries 0.088; number 8, H, carries 0.077; number 9, H, carries 0.134; number 10, H, carries 0.071; number 11, H, carries 0.068; number 12, H, carries 0.071; number 13, H, carries 0.072; number 14, H, carries 0.079; number 15, H, carries 0.082